1.
Density functional theory data (ωB97M-V/def2-TZVPD) for a cluster of 3 separate species, C5H8O2 in total.

CARTESIAN COORDINATES (ANGSTROEM)
C: 1.4026 0.8012 -0.2890
C: 0.3621 0.2144 0.4553
O: 0.7698 -0.2914 1.6955
C: -1.1531 0.7470 0.4711
C: -1.7000 -0.4817 -0.2248
O: -1.0137 -0.5035 -1.5020
C: -0.3335 -1.0063 -0.4287
H: 1.1698 1.3869 -1.1768
H: 2.3921 0.9260 0.1481
H: 1.7778 -0.7403 -1.0886
H: 0.4931 -1.2207 1.7307
H: -1.4723 0.8894 1.5089
H: -1.2788 1.6672 -0.1097
H: -2.6546 -0.9923 -0.1472
H: 1.2389 -1.3957 -1.0429

Output
Energy relative to the best compared isomer or geometry (same formula, charge and spin), kcal/mol: 165.6
LUMO energy, eV: -0.4
Gap between HOMO and LUMO, eV: 8.41
Spin multiplicity: 1
Strongest force on any atom, eV Å⁻¹: 0.46
E_HOMO, eV: -8.76

2.
Density functional theory data (ωB97M-V/def2-TZVPD) for the molecule C5H8O2.

CARTESIAN COORDINATES (ANGSTROEM)
C: -0.5875 -1.3563 1.2701
C: 1.2351 -0.1216 0.8359
O: 1.5477 -0.2354 -0.4302
C: 0.6566 0.2140 -1.4885
C: -0.2166 1.3102 -0.9333
O: -1.0328 0.7592 0.0738
C: -0.2394 0.1416 1.0858
H: -1.1858 -1.6971 0.4214
H: -1.0888 -1.5786 2.2113
H: 0.3648 -1.9051 1.2957
H: 0.0463 -0.6277 -1.8317
H: 1.3201 0.5412 -2.2910
H: 0.4241 2.1150 -0.5338
H: -0.8672 1.7352 -1.7011
H: -0.3765 0.7053 2.0154

Output
Energy relative to the best compared isomer or geometry (same formula, charge and spin), kcal/mol: 85.8
LUMO energy, eV: 0.9
Gap between HOMO and LUMO, eV: 9.29
Spin multiplicity: 1
Strongest force on any atom, eV Å⁻¹: 0.45
E_HOMO, eV: -8.35

3.
Density functional theory data (ωB97M-V/def2-TZVPD) for the molecule C5H8O2.

CARTESIAN COORDINATES (ANGSTROEM)
C: 1.7324 -0.5480 0.1145
C: 0.4197 0.0043 0.6810
C: -0.2573 1.0476 -0.1868
O: -0.9129 0.5352 -1.3473
C: -1.7165 0.9799 -0.2517
C: -0.5026 -1.2048 0.9700
O: -0.8045 -1.8381 -0.1353
H: 2.5233 0.2066 0.1089
H: 1.6073 -0.9159 -0.9101
H: 2.0668 -1.3905 0.7306
H: 0.6206 0.4800 1.6485
H: 0.2603 1.9966 -0.3485
H: -2.3483 1.8368 -0.4577
H: -2.1735 0.1899 0.3427
H: -0.5149 -1.3795 -0.9589

Output
Energy relative to the best compared isomer or geometry (same formula, charge and spin), kcal/mol: 95.0
LUMO energy, eV: 0.9
Gap between HOMO and LUMO, eV: 9.25
Spin multiplicity: 1
Strongest force on any atom, eV Å⁻¹: 0.41
E_HOMO, eV: -8.35

4.
Density functional theory data (ωB97M-V/def2-TZVPD) for a cluster of 2 separate species, C5H8O2 in total.

CARTESIAN COORDINATES (ANGSTROEM)
C: -1.5244 -1.1517 1.6520
C: -0.6825 -0.4293 1.1790
C: 0.3240 0.3983 0.5672
C: 0.2449 1.7335 0.5933
C: 1.4670 -0.3414 -0.1189
O: 1.1092 -1.6074 -0.5931
H: -2.2501 -1.8066 2.0822
H: 1.0031 2.3456 0.1089
H: -0.5576 2.2488 1.1117
H: 2.2737 -0.4939 0.6062
H: 1.8615 0.3021 -0.9206
H: 0.3655 -1.4657 -1.2026
O: -1.0449 -0.1103 -1.9938
H: -0.7713 0.7331 -1.6037
H: -1.8180 -0.3552 -1.4681

Output
Energy relative to the best compared isomer or geometry (same formula, charge and spin), kcal/mol: 64.3
LUMO energy, eV: 0.5
Gap between HOMO and LUMO, eV: 10.06
Spin multiplicity: 1
Strongest force on any atom, eV Å⁻¹: 0.55
E_HOMO, eV: -9.54

5.
Density functional theory data (ωB97M-V/def2-TZVPD) for the molecule C5H8O2.

CARTESIAN COORDINATES (ANGSTROEM)
C: 1.7029 0.8440 -0.1021
C: 0.4428 0.1214 0.2676
O: 0.4645 -0.5481 1.5605
C: -0.9655 0.7071 0.1983
C: -1.4186 -0.7016 -0.2139
O: -1.6306 -0.7015 -1.6164
C: 0.0192 -1.2688 -0.1594
H: 1.6015 1.2465 -1.1154
H: 1.9054 1.6733 0.5845
H: 2.5565 0.1554 -0.1014
H: 1.2567 -1.1107 1.5832
H: -1.3347 1.1004 1.1493
H: -1.1220 1.4336 -0.6021
H: -2.2313 -1.1881 0.3374
H: -1.4512 -1.6034 -1.9236

Output
Energy relative to the best compared isomer or geometry (same formula, charge and spin), kcal/mol: 111.0
LUMO energy, eV: 0.7
Gap between HOMO and LUMO, eV: 9.37
Spin multiplicity: 1
Strongest force on any atom, eV Å⁻¹: 0.33
E_HOMO, eV: -8.68

6.
Density functional theory data (ωB97M-V/def2-TZVPD) for a cluster of 2 separate species, C5H8O2 in total.

CARTESIAN COORDINATES (ANGSTROEM)
O: -2.5396 -0.0141 0.4458
C: -1.1669 0.0044 0.2929
C: -0.2202 1.1410 0.6721
C: 0.6324 0.2997 1.2722
C: -0.2222 -0.9258 0.9919
C: -0.4273 -1.0504 -0.5070
H: -2.9377 0.3095 -0.3723
H: -0.1801 2.1934 0.4003
H: 1.6443 0.4038 1.6539
H: -0.5017 -1.7050 1.6918
H: -1.0506 -1.8843 -0.8269
H: 0.3930 -0.7934 -1.1746
O: 2.5583 0.5648 -1.4171
H: 2.1426 0.5270 -2.2852
H: 1.8755 0.9293 -0.8378

Output
Energy relative to the best compared isomer or geometry (same formula, charge and spin), kcal/mol: 78.7
LUMO energy, eV: 0.7
Gap between HOMO and LUMO, eV: 9.63
Spin multiplicity: 1
Strongest force on any atom, eV Å⁻¹: 0.28
E_HOMO, eV: -8.91